# C6H14N2O2

A cluster of 2 separate species, C6H14N2O2 in total at a distorted geometry (ωB97M-V/def2-TZVPD, OMol25).

## Properties
Total charge: 0
Highest occupied orbital energy (eV): -9.57
Structure (SMILES): CNC(C)=O.CNC(C)=O

Structure (XYZ):
```
24
Properties=species:S:1:pos:R:3:forces:R:3
C 0.732 -2.692 0.316 0.9143 0.3998 -0.1806
N -0.104 -1.741 1.019 -0.3831 -0.5867 -0.2361
C 0.369 -0.620 1.662 -1.2532 -0.9130 -1.8475
C -0.702 0.262 2.218 -0.1949 0.3665 2.2715
O 1.539 -0.329 1.633 0.7193 0.2728 0.5962
H 1.650 -2.170 0.042 0.2731 -0.2278 0.4650
H 0.936 -3.592 0.902 0.1412 0.1829 0.0033
H 0.361 -2.990 -0.659 -0.7426 0.0484 0.0460
H -1.087 -1.955 0.934 0.0385 0.5605 0.4304
H -0.852 0.036 3.292 0.3967 -0.2312 -0.2351
H -0.318 1.277 2.282 -0.1995 0.1617 -0.5011
H -1.734 0.187 1.882 0.2618 0.0029 -0.8183
C 1.788 1.041 -1.167 1.4275 1.9864 -0.0833
N 0.437 1.560 -1.123 -0.2155 -1.0258 0.0582
C -0.596 0.859 -1.701 0.4526 1.2928 -0.7547
C -1.959 1.385 -1.391 -0.1462 -0.6841 1.2158
O -0.454 -0.085 -2.447 0.5041 -0.4802 0.1202
H 1.864 -0.033 -1.078 -0.0237 -0.0319 -0.3746
H 2.328 1.540 -1.989 -0.4243 -1.1943 -0.8099
H 2.449 1.516 -0.426 -0.9012 -0.4689 0.8391
H 0.219 2.243 -0.424 -0.1370 0.0523 0.0851
H -2.117 0.822 -0.450 -0.6254 0.6263 -0.0488
H -2.058 2.457 -1.236 0.1709 -0.0613 0.1136
H -2.690 1.023 -2.093 -0.0535 -0.0482 -0.3543
```
Positions in Å, forces in eV/Å.